Entry from OMol25: C6H10O in the gas phase in a non-equilibrium geometry (ωB97M-V/def2-TZVPD).

Computed properties:
DFT total energy: -309.6957 Eh
orbital gap (spin up / spin down): 7.8 / 9.0 eV
total charge: 0
energy above the lowest of the compared OMol25 structures with the same formula, charge and spin: 92.05 kcal/mol

Last column: natural (NBO) charge in e.
Element x y z (Å)
C: 0.87 -1.87 -0.06  -0.312
C: 0.38 -0.78 -0.93  -0.089
O: -1.05 -0.66 -1.04  -0.524
C: -1.40 0.67 -0.70  -0.059
C: -0.22 1.20 0.14  -0.316
C: -0.18 0.51 1.52  -0.610
C: 0.89 0.51 -0.57  -0.101
H: 0.12 -0.55 1.40  0.224
H: 1.61 -1.66 0.70  0.176
H: 0.94 -2.87 -0.50  0.174
H: 0.83 -1.05 -1.91  0.225
H: -1.55 1.28 -1.60  0.168
H: -2.34 0.64 -0.14  0.186
H: -0.19 2.29 0.19  0.222
H: -1.16 0.46 2.00  0.211
H: 0.53 1.02 2.17  0.213
H: 1.92 0.85 -0.66  0.211

Entry from OMol25: C37H32N10O2PZr as an isolated structure in a non-equilibrium geometry (ωB97M-V/def2-TZVPD).

Computed properties:
DFT total energy: -2515.3923 Eh
orbital gap: 7.2 eV
total charge: +1
energy above the lowest of the compared OMol25 structures with the same formula, charge and spin: 4.98 kcal/mol

Last column: Löwdin charge in e.
Element x y z (Å)
Zr: -1.12 0.19 1.12  1.670
C: 1.94 -0.54 2.46  -0.170
N: 0.73 0.29 2.39  -0.143
C: 0.49 1.12 3.35  -0.079
C: -0.50 2.11 3.17  -0.360
C: -0.99 3.09 4.01  -0.004
C: -1.91 3.84 3.26  -0.053
C: -1.94 3.28 1.99  -0.133
N: -1.09 2.22 1.91  -0.117
C: 3.23 0.22 2.25  -0.209
C: 3.27 1.53 1.79  -0.060
C: 4.49 2.19 1.65  -0.092
C: 5.68 1.54 1.96  -0.082
C: 5.63 0.22 2.42  -0.071
C: 4.42 -0.42 2.57  -0.041
H: 1.83 -1.32 1.71  0.082
H: 1.98 -1.05 3.43  0.132
H: 1.07 1.10 4.27  0.158
H: -0.71 3.23 5.05  0.119
H: -2.47 4.70 3.58  0.103
H: -2.50 3.61 1.13  0.103
H: 2.36 2.06 1.54  0.107
H: 4.51 3.21 1.30  0.112
H: 6.62 2.05 1.86  0.108
H: 6.55 -0.30 2.67  0.108
H: 4.39 -1.45 2.93  0.118
N: -2.71 -1.84 -1.05  0.088
N: -4.04 -1.62 -0.72  0.039
C: -4.36 -1.02 0.42  -0.393
N: -5.64 -0.87 0.75  0.239
N: -3.31 -0.61 1.17  0.006
N: -3.52 -0.01 2.36  -0.379
O: -4.54 0.45 2.78  0.151
O: -2.39 0.06 2.96  -0.090
H: -2.53 -1.52 -2.00  0.098
H: -2.46 -2.81 -0.95  0.109
H: -4.78 -1.99 -1.31  0.170
H: -6.34 -1.37 0.24  0.139
H: -5.87 -0.53 1.67  0.102
C: 5.16 0.48 -1.44  -0.062
C: 4.24 1.51 -1.30  -0.083
C: 2.89 1.21 -1.16  -0.118
C: 2.45 -0.11 -1.18  -0.361
C: 3.39 -1.14 -1.31  -0.071
C: 4.74 -0.84 -1.44  -0.060
P: 0.66 -0.41 -1.01  1.074
C: 0.41 -2.12 -1.62  -0.371
C: 0.72 -3.20 -0.79  -0.136
C: 0.56 -4.51 -1.23  -0.064
C: 0.10 -4.76 -2.52  -0.070
C: -0.20 -3.69 -3.36  -0.070
C: -0.04 -2.39 -2.92  -0.095
C: -0.07 0.61 -2.33  -0.340
C: 0.55 0.77 -3.54  -0.089
C: -0.05 1.52 -4.57  -0.051
C: -1.27 2.10 -4.35  -0.016
C: -1.93 1.97 -3.11  -0.161
C: -3.19 2.58 -2.89  -0.026
C: -3.81 2.47 -1.68  -0.068
C: -3.18 1.75 -0.64  -0.171
C: -1.96 1.13 -0.77  -0.244
C: -1.33 1.23 -2.06  -0.204
H: 6.22 0.71 -1.56  0.113
H: 4.57 2.54 -1.29  0.114
H: 2.18 2.02 -1.05  0.117
H: 3.07 -2.17 -1.32  0.097
H: 5.45 -1.64 -1.55  0.111
H: 1.08 -3.03 0.22  0.082
H: 0.81 -5.33 -0.58  0.112
H: -0.03 -5.78 -2.87  0.110
H: -0.56 -3.88 -4.37  0.110
H: -0.27 -1.57 -3.59  0.096
H: 1.52 0.31 -3.72  0.120
H: 0.46 1.64 -5.52  0.112
H: -1.74 2.69 -5.13  0.119
H: -3.65 3.14 -3.70  0.118
H: -4.77 2.94 -1.51  0.109
H: -3.72 1.75 0.31  0.078
N: -0.76 -1.95 1.50  -0.007
C: -1.51 -2.57 2.18  -0.344
N: -2.30 -3.24 2.87  0.122
C: -3.61 -3.00 2.89  -0.352
N: -4.75 -2.79 2.90  0.134

Entry from OMol25: a 2-piece molecular cluster, CH3O3 overall in a non-equilibrium geometry (ωB97M-V/def2-TZVPD).

Computed properties:
DFT total energy: -265.5367 Eh
orbital gap (spin up / spin down): 11.4 / 6.6 eV
total charge: 0
energy above the lowest of the compared OMol25 structures with the same formula, charge and spin: 1.97 kcal/mol
spin multiplicity: 2
expectation value of S²: 0.75

Last column: natural (NBO) charge in e.
Element x y z (Å)
O: -1.06 -1.22 -1.08  -0.118
C: -0.03 -0.51 -1.31  0.564
O: 0.65 0.06 -0.46  -0.585
H: 0.27 -0.47 -2.38  0.160
H: 0.60 0.67 2.32  0.465
H: -0.16 0.67 0.98  0.481
O: -0.27 0.79 1.93  -0.966

Entry from OMol25: a 2-piece molecular cluster, C2H8NO overall in a non-equilibrium geometry (ωB97M-V/def2-TZVPD).

Computed properties:
DFT total energy: -210.7083 Eh
orbital gap: 10.4 eV
total charge: +1
energy above the lowest of the compared OMol25 structures with the same formula, charge and spin: 28.11 kcal/mol

Last column: natural (NBO) charge in e.
Element x y z (Å)
O: 2.21 1.27 0.41  -0.978
H: 0.45 -0.99 0.44  0.458
H: 3.14 1.07 0.62  0.502
H: 1.79 1.75 1.12  0.481
C: -0.86 0.61 0.05  -0.447
C: -1.03 -1.65 -0.75  0.129
N: -0.40 -0.78 -0.07  -0.366
H: -1.74 0.87 -0.53  0.245
H: -0.08 1.31 -0.24  0.270
H: -1.02 0.71 1.13  0.236
H: -0.46 -2.57 -0.94  0.227
H: -1.99 -1.59 -1.23  0.244